(1)
{
  "formula": "C25H24IN5O3PtS2",
  "method": "ωB97M-V with the def2-TZVPD basis set",
  "species": ["Pt", "C", "C", "N", "N", "C", "S", "N", "N", "H", "H", "H", "H", "H", "H", "I", "C", "C", "C", "C", "C", "C", "C", "C", "C", "C", "H", "H", "H", "H", "H", "H", "C", "C", "C", "N", "C", "C", "H", "H", "H", "H", "H", "C", "C", "C", "C", "C", "C", "C", "S", "O", "O", "O", "H", "H", "H", "H", "H", "H", "H"],
  "coordinates": [[0.0088, 0.1679, -0.4404], [-1.3132, 3.5344, 4.8583], [-0.1438, 2.8430, 4.2721], [1.0434, 2.7861, 4.7752], [1.7615, 2.0485, 3.8880], [1.0660, 1.6460, 2.8312], [1.7186, 0.7487, 1.5195], [-0.1872, 2.1384, 3.0764], [-1.3023, 1.9711, 2.2582], [-0.9908, 4.0698, 5.7469], [-2.0891, 2.8219, 5.1433], [-1.7390, 4.2457, 4.1495], [2.7398, 1.8764, 4.0621], [-2.0748, 1.6349, 2.8234], [-1.5674, 2.8489, 1.7973], [-0.4747, -1.7816, 1.1041], [-1.4654, -2.8121, -0.4338], [-2.0229, -4.0319, -0.2100], [-2.6709, -4.6780, -1.2859], [-2.7088, -4.0875, -2.5136], [-2.1097, -2.8261, -2.7491], [-2.1109, -2.2379, -4.0365], [-1.4969, -1.0426, -4.2574], [-0.8648, -0.3568, -3.1963], [-0.8746, -0.8924, -1.9469], [-1.4802, -2.1438, -1.6726], [-1.9810, -4.5087, 0.7603], [-3.1248, -5.6453, -1.1232], [-3.1950, -4.5870, -3.3418], [-2.5972, -2.7646, -4.8472], [-1.4933, -0.5995, -5.2439], [-0.3899, 0.5936, -3.3931], [4.1126, -1.0552, -2.5054], [3.1896, -2.0436, -2.1918], [2.0220, -1.6931, -1.5501], [1.7738, -0.4169, -1.2245], [2.6578, 0.5481, -1.5012], [3.8407, 0.2566, -2.1473], [5.0324, -1.3054, -3.0169], [3.3613, -3.0817, -2.4388], [1.2762, -2.4273, -1.2835], [2.3995, 1.5552, -1.1903], [4.5344, 1.0593, -2.3540], [-3.3637, 4.3115, -6.5609], [-2.8347, 3.8143, -5.2474], [-1.4710, 3.8549, -4.9607], [-0.9816, 3.4217, -3.7400], [-1.8811, 2.9359, -2.8011], [-3.2478, 2.8776, -3.0547], [-3.7099, 3.3163, -4.2806], [-1.3173, 2.4620, -1.2285], [-2.0142, 1.2303, -0.7433], [-1.3372, 3.5741, -0.3246], [0.1222, 1.9439, -1.4633], [-2.5633, 4.4780, -7.2783], [-3.8919, 5.2567, -6.4207], [-4.0739, 3.6045, -6.9886], [-0.7821, 4.2386, -5.7022], [0.0773, 3.4674, -3.5230], [-3.9337, 2.4911, -2.3116], [-4.7709, 3.2758, -4.4934]],
  "e_lumo_ha": -0.287,
  "orbital_gap_ev": 6.05,
  "relative_energy_ev": 0.655,
  "total_charge": 2
}

(2)
{
  "formula": "C25H24NO4S4",
  "method": "ωB97M-V with the def2-TZVPD basis set",
  "species": ["C", "C", "C", "N", "C", "S", "S", "C", "H", "H", "H", "H", "H", "H", "H", "H", "C", "C", "C", "C", "S", "C", "C", "C", "C", "C", "C", "C", "C", "S", "C", "C", "C", "C", "C", "C", "O", "O", "O", "O", "C", "C", "H", "H", "H", "H", "H", "H", "H", "H", "H", "H", "H", "H", "H", "H", "H", "H"],
  "coordinates": [[-5.3128, -0.7078, 4.9852], [-5.2949, -2.1049, 4.3593], [-3.8549, -2.3563, 3.8705], [-3.2261, -1.0418, 3.9283], [-1.9591, -0.7812, 3.4552], [-1.4116, -1.3200, 1.9448], [-0.8569, 0.1558, 4.3300], [-3.8681, -0.1691, 4.9163], [-5.9861, -0.0423, 4.4396], [-5.6429, -0.7542, 6.0218], [-5.5533, -2.8586, 5.1022], [-6.0089, -2.1799, 3.5387], [-3.3952, -3.0890, 4.5628], [-3.7925, -2.7680, 2.8580], [-3.8258, 0.8854, 4.5974], [-3.3887, -0.2296, 5.9162], [3.0224, -0.0943, 3.2799], [3.8940, 0.5989, 2.4303], [3.8369, 0.3930, 1.0514], [2.9040, -0.5074, 0.5308], [2.7117, -0.6497, -1.2422], [1.3914, 0.4394, -1.6623], [0.2891, 0.5742, -0.8790], [-0.6638, 1.6368, -1.1141], [-0.2655, 2.9101, -1.6006], [-1.2163, 3.8606, -1.9600], [-2.5796, 3.5724, -1.8388], [-2.9817, 2.3585, -1.2683], [-2.0308, 1.4301, -0.8522], [1.4400, 1.1508, -3.3407], [2.4109, 0.0130, -4.3411], [3.6427, 0.4094, -4.8587], [4.3659, -0.4787, -5.6554], [3.8411, -1.7414, -5.9493], [2.5920, -2.1186, -5.4446], [1.8642, -1.2308, -4.6537], [0.1175, 1.1204, -3.9191], [2.1932, 2.3857, -3.2591], [3.9227, -0.1075, -1.8242], [2.2856, -1.9973, -1.5428], [2.0989, -1.2648, 1.3829], [2.1406, -1.0419, 2.7567], [3.0166, 0.1038, 4.3508], [4.6200, 1.3151, 2.8198], [4.4966, 0.9255, 0.3662], [0.1094, -0.1435, -0.0735], [0.7891, 3.1794, -1.6653], [-0.8617, 4.8168, -2.3465], [-3.3208, 4.2855, -2.2004], [-4.0413, 2.1403, -1.1374], [-2.3358, 0.5028, -0.3574], [4.0262, 1.3998, -4.6234], [5.3373, -0.1666, -6.0455], [4.4093, -2.4339, -6.5715], [2.1649, -3.1003, -5.6584], [0.8843, -1.5001, -4.2647], [1.4182, -2.0019, 0.9569], [1.4387, -1.5819, 3.3982]],
  "e_lumo_ha": 0.073,
  "orbital_gap_ev": 5.52,
  "relative_energy_ev": 0.000,
  "total_charge": -1
}

(3)
{
  "formula": "C25H25AgN7S2",
  "method": "ωB97M-V with the def2-TZVPD basis set",
  "species": ["Ag", "C", "C", "N", "N", "C", "N", "S", "C", "C", "C", "C", "C", "N", "H", "H", "H", "H", "H", "H", "H", "H", "H", "C", "C", "C", "C", "C", "C", "C", "C", "C", "C", "C", "C", "C", "C", "C", "N", "H", "H", "H", "H", "H", "H", "H", "H", "H", "H", "C", "N", "C", "N", "S", "H", "H", "H", "H", "H", "H"],
  "coordinates": [[1.1431, -0.5884, 0.5834], [3.3948, 1.2869, 4.3220], [2.4272, 1.0529, 3.1947], [2.7707, 0.6773, 2.0192], [4.0944, 0.5250, 1.7693], [4.3599, 0.1247, 0.5482], [5.7137, -0.0238, 0.3075], [3.3248, -0.2602, -0.7616], [0.9808, 1.2534, 3.4458], [0.5187, 1.6351, 4.7107], [-0.8380, 1.8186, 4.9064], [-1.7074, 1.6193, 3.8475], [-1.1652, 1.2415, 2.6263], [0.1312, 1.0700, 2.4290], [4.3996, 1.0453, 3.9897], [3.1440, 0.6637, 5.1840], [3.3712, 2.3280, 4.6564], [6.3026, 0.4964, 0.9395], [5.9724, -0.0275, -0.6636], [1.2080, 1.7839, 5.5288], [-1.2107, 2.1127, 5.8806], [-2.7760, 1.7485, 3.9521], [-1.7964, 1.0662, 1.7627], [-1.4162, -3.1857, 3.3466], [-2.4551, -3.5812, 2.5110], [-2.3811, -3.2661, 1.1660], [-1.2795, -2.5589, 0.6679], [-0.2096, -2.1244, 1.4816], [-0.3419, -2.4725, 2.8359], [-1.2400, -2.2627, -0.7863], [-1.8284, -3.1597, -1.7354], [-1.7253, -2.9082, -3.0656], [-0.9976, -1.7747, -3.5121], [-0.7830, -1.4655, -4.8739], [-0.0055, -0.3950, -5.2248], [0.5894, 0.4066, -4.2263], [0.3702, 0.1490, -2.9011], [-0.4390, -0.9481, -2.5175], [-0.6134, -1.1812, -1.1887], [-1.4551, -3.4284, 4.4042], [-3.3122, -4.1153, 2.9049], [-3.2051, -3.5452, 0.5177], [0.4332, -2.1650, 3.5340], [-2.3282, -4.0480, -1.3776], [-2.1558, -3.5831, -3.7974], [-1.2216, -2.1061, -5.6310], [0.1789, -0.1749, -6.2693], [1.2386, 1.2252, -4.5107], [0.8261, 0.7377, -2.1134], [-1.4289, 3.1224, -4.4876], [-1.0298, 3.2765, -3.1074], [-1.6330, 2.6498, -2.0718], [-2.4511, 1.6090, -2.3975], [-1.4150, 3.1253, -0.4984], [-0.7850, 3.7454, -5.1051], [-2.4713, 3.4109, -4.6551], [-1.2910, 2.0935, -4.8241], [-0.5596, 4.1227, -2.8339], [-2.2441, 1.0836, -3.2357], [-2.6972, 1.0428, -1.6007]],
  "e_lumo_ha": 0.092,
  "orbital_gap_ev": 6.08,
  "relative_energy_ev": 0.000,
  "total_charge": -1
}

(4)
{
  "formula": "C25H25BCl2IrN10",
  "method": "ωB97M-V with the def2-TZVPD basis set",
  "species": ["Ir", "C", "C", "N", "N", "C", "B", "N", "C", "C", "C", "N", "N", "C", "C", "C", "N", "N", "C", "C", "C", "N", "H", "H", "H", "H", "H", "H", "H", "H", "H", "H", "H", "H", "C", "N", "C", "C", "C", "C", "C", "N", "C", "C", "C", "C", "C", "C", "H", "H", "H", "H", "H", "H", "H", "H", "H", "H", "H", "Cl", "C", "Cl", "H", "H"],
  "coordinates": [[0.1223, -0.2700, -0.0151], [-2.3448, -2.4032, 2.6842], [-2.0180, -2.0198, 1.3905], [-0.9424, -1.2286, 1.4179], [-0.5667, -1.0887, 2.7017], [-1.3959, -1.7922, 3.4849], [0.6928, -0.2464, 3.0850], [0.4941, 1.1825, 2.4704], [0.5946, 2.3988, 3.0267], [0.2657, 3.3539, 2.0820], [-0.0230, 2.6322, 0.9321], [0.1283, 1.3292, 1.1808], [1.8792, -0.8894, 2.3301], [3.0007, -1.5203, 2.7116], [3.6620, -1.9677, 1.5842], [2.8713, -1.5651, 0.5195], [1.7996, -0.9128, 0.9722], [0.8178, -0.1749, 4.5686], [-0.0289, 0.4449, 5.4460], [0.2886, 0.0214, 6.7046], [1.3487, -0.8903, 6.5100], [1.6531, -1.0169, 5.2358], [-3.1514, -3.0426, 2.9955], [-2.4696, -2.3085, 0.4553], [-1.2541, -1.8151, 4.5532], [0.8913, 2.5076, 4.0559], [0.2359, 4.4208, 2.2133], [-0.3269, 2.9768, -0.0428], [3.2261, -1.6091, 3.7598], [4.5974, -2.4966, 1.5439], [3.0378, -1.6776, -0.5399], [-0.7966, 1.1242, 5.1115], [-0.1659, 0.3230, 7.6318], [1.8958, -1.4516, 7.2502], [2.3078, 1.5609, -1.5852], [0.9896, 0.8877, -1.5394], [0.1627, 1.2162, -2.4907], [-1.2070, 0.8938, -2.3208], [-2.3845, 1.1157, -3.1030], [-3.4259, 0.7064, -2.3345], [-2.8535, 0.2302, -1.0736], [-1.5433, 0.3508, -1.0875], [3.4923, 0.6419, -1.6714], [4.5141, 0.7306, -0.7363], [5.6404, -0.0710, -0.8586], [5.7356, -0.9782, -1.9035], [4.7154, -1.0681, -2.8447], [3.6038, -0.2462, -2.7382], [2.3691, 2.1837, -0.6894], [2.2918, 2.2263, -2.4508], [0.4866, 1.8092, -3.3401], [-2.4278, 1.5367, -4.0947], [-4.4766, 0.7222, -2.5740], [-3.3922, -0.1465, -0.2160], [4.4364, 1.4329, 0.0860], [6.4414, 0.0112, -0.1362], [6.6140, -1.6022, -2.0002], [4.8026, -1.7560, -3.6750], [2.8263, -0.2943, -3.4938], [0.3949, -4.1059, 0.8575], [0.8042, -3.7828, -0.7934], [-0.0103, -2.2770, -1.4632], [0.4240, -4.5619, -1.4448], [1.8683, -3.6238, -0.9099]],
  "e_lumo_ha": [-0.240, -0.336],
  "orbital_gap_ev": [7.53, 4.92],
  "relative_energy_ev": 0.000,
  "total_charge": 2,
  "multiplicity": 2,
  "s_squared": 0.789
}

(5)
{
  "formula": "C25H25BN8NiO2",
  "method": "ωB97M-V with the def2-TZVPD basis set",
  "species": ["H", "N", "B", "N", "C", "Ni", "H", "C", "H", "C", "H", "C", "H", "H", "H", "N", "N", "N", "N", "C", "C", "H", "H", "C", "C", "C", "C", "H", "H", "H", "H", "H", "O", "C", "N", "C", "C", "O", "N", "C", "C", "C", "C", "C", "C", "C", "C", "C", "C", "C", "C", "H", "H", "H", "H", "H", "H", "H", "H", "H", "H", "H"],
  "coordinates": [[0.4103, -0.5259, -3.6912], [2.1161, -0.3801, -2.4605], [4.4524, -0.1178, -1.5176], [3.4370, -0.1669, -2.6937], [3.6472, -0.0231, -4.0279], [1.4612, -0.6502, -0.4051], [4.6513, 0.1564, -4.4105], [2.4205, -0.1475, -4.6803], [2.2290, -0.0849, -5.7505], [1.4883, -0.3717, -3.6475], [5.5688, 0.0814, -1.9373], [0.8862, -0.9013, 1.5635], [-0.1978, -1.0688, 1.6654], [1.1647, -0.0002, 2.1393], [1.4236, -1.7676, 1.9895], [4.3965, -1.4715, -0.7578], [4.0315, 1.0196, -0.5468], [3.2338, -1.9053, -0.2072], [2.8072, 1.0073, 0.0395], [5.3749, -2.3883, -0.5410], [4.7131, 2.1283, -0.1584], [6.3844, -2.2146, -0.9125], [5.7209, 2.3130, -0.5289], [4.8264, -3.4521, 0.1752], [3.9018, 2.8587, 0.7099], [3.4744, -3.0994, 0.3585], [2.7112, 2.1102, 0.7997], [5.3324, -4.3551, 0.5138], [4.1376, 3.7997, 1.2045], [2.6685, -3.6361, 0.8591], [1.7980, 2.3050, 1.3624], [0.4894, -1.8333, -0.7377], [-0.9928, -0.9136, -2.2089], [-1.2030, -0.1281, -1.3172], [-2.4739, 0.1160, -0.9772], [-2.5044, 0.6085, 0.3504], [-1.0107, 0.8991, 0.5291], [-0.5646, 1.3762, 1.5602], [-0.2234, 0.3674, -0.4838], [-3.5206, 1.7422, 0.4358], [-3.2125, 3.0394, 0.8759], [-4.2225, 4.0064, 0.9758], [-5.5435, 3.6906, 0.6353], [-5.8610, 2.4117, 0.1901], [-4.8620, 1.4452, 0.0923], [-2.9238, -0.5871, 1.2683], [-3.8008, -0.4399, 2.3695], [-4.1775, -1.5474, 3.1460], [-3.6908, -2.8215, 2.8462], [-2.8284, -2.9958, 1.7730], [-2.4519, -1.9013, 0.9930], [-3.2820, -0.2792, -1.4817], [-2.2035, 3.3072, 1.1571], [-3.9875, 5.0009, 1.3261], [-6.3239, 4.4357, 0.7194], [-6.8816, 2.1573, -0.0711], [-5.1400, 0.4526, -0.2413], [-4.2034, 0.5254, 2.6394], [-4.8510, -1.4209, 3.9809], [-3.9828, -3.6748, 3.4450], [-2.4489, -3.9836, 1.5344], [-1.7880, -2.1068, 0.1698]],
  "e_lumo_ha": [-0.050, -0.076],
  "orbital_gap_ev": [7.28, 6.98],
  "total_charge": 0,
  "multiplicity": 3,
  "s_squared": 2.109
}

(6)
{
  "formula": "C25H25CeN2P",
  "method": "ωB97M-V with the def2-TZVPD basis set",
  "species": ["C", "C", "C", "C", "C", "Ce", "N", "C", "C", "H", "H", "H", "H", "H", "H", "H", "H", "H", "H", "N", "P", "C", "C", "C", "C", "C", "C", "C", "C", "C", "C", "C", "C", "C", "C", "C", "C", "C", "C", "H", "H", "H", "H", "H", "H", "H", "H", "H", "H", "H", "H", "H", "H", "H"],
  "coordinates": [[3.8636, -2.9972, -1.6332], [2.7182, -3.7349, -2.0850], [1.8253, -3.8881, -0.9795], [2.4101, -3.2480, 0.1598], [3.6718, -2.6936, -0.2418], [1.8259, -1.3008, -1.5058], [3.0625, 0.3905, -1.9531], [2.5585, 0.3943, -3.3198], [1.7388, -0.7615, -3.7706], [0.8299, -4.2916, -1.0294], [2.5102, -3.9912, -3.1097], [1.9467, -3.1144, 1.1245], [4.3288, -2.0901, 0.3640], [4.6799, -2.6463, -2.2447], [2.2011, -1.5655, -4.3674], [1.9503, 1.3045, -3.5108], [3.6260, 1.1920, -1.6440], [0.6269, -0.6707, -3.8601], [3.4788, 0.3675, -3.9288], [0.4784, 0.1635, -0.8576], [-0.6349, 0.6522, 0.1729], [-1.9497, -0.5575, -0.1192], [-3.3108, -0.2197, -0.1011], [-4.2846, -1.1938, 0.0743], [-3.9232, -2.5172, -0.1834], [-2.5805, -2.8533, -0.4616], [-1.5926, -1.8742, -0.4594], [0.3295, 0.9824, 1.6856], [0.1390, 2.1388, 2.4631], [0.8215, 2.3914, 3.6470], [1.8844, 1.5478, 3.9673], [2.2723, 0.5347, 3.0666], [1.4933, 0.2299, 1.9405], [-1.7425, 2.1088, 0.2886], [-1.9316, 3.1492, -0.5883], [-2.7260, 4.2371, -0.1595], [-3.3773, 4.1812, 1.0585], [-3.2309, 3.0951, 1.9586], [-2.5033, 1.9982, 1.5000], [-3.6242, 0.8250, -0.1184], [-5.2696, -0.8763, 0.4042], [-4.6792, -3.2944, -0.1677], [-2.2609, -3.8870, -0.7008], [-0.5531, -2.1469, -0.6956], [-0.6352, 2.8608, 2.2130], [0.4410, 3.1744, 4.2873], [2.4632, 1.7309, 4.8646], [3.1880, -0.0712, 3.2211], [1.8326, -0.5244, 1.2246], [-1.4765, 3.1139, -1.5851], [-2.8598, 5.0859, -0.8148], [-3.9979, 5.0033, 1.4265], [-3.6502, 3.0602, 2.9808], [-2.4020, 1.0960, 2.1026]],
  "e_lumo_ha": [0.002, 0.002],
  "orbital_gap_ev": [6.80, 6.80],
  "total_charge": 0
}

| no. | molecular weight (g mol⁻¹) |
| --- | --- |
| 1 | 828.615 |
| 2 | 530.738 |
| 3 | 595.526 |
| 4 | 739.480 |
| 5 | 539.034 |
| 6 | 524.579 |